Computed, not measured: H3INP in the gas phase in a non-equilibrium geometry, with wB97M-V/def2-TZVPD.

Summary:
relative energy (zero: lowest compared OMol25 entry of this formula, charge and spin): 109.4 kcal per mole
Kohn-Sham gap: 6.33 eV

The geometry in ORCA input format:
```
! RIJCOSX wB97M-V def2-TZVPD def2/J DEFGRID3
* xyz 0 1
N -2.882 -0.150 -0.645
P 1.560 -0.010 -0.244
I -1.190 0.491 0.276
H -3.232 0.664 -1.152
H 1.724 1.290 0.261
H 1.086 -0.400 1.041
*
```

***

Computed, not measured: C4H6N2OS in the gas phase in a non-equilibrium geometry, with wB97M-V/def2-TZVPD.

Summary:
SMILES string: C/N=C/N(C=O)C=S
relative energy (zero: lowest compared OMol25 entry of this formula, charge and spin): 100.8 kcal per mole
Kohn-Sham gap: 8.60 eV

The geometry in ORCA input format:
```
! RIJCOSX wB97M-V def2-TZVPD def2/J DEFGRID3
* xyz 0 1
C -2.031 -1.367 -0.840
N -0.642 -0.762 -1.070
C -0.259 0.089 -0.111
N 0.916 0.647 0.083
C 2.203 0.027 -0.206
O 3.298 0.386 -0.047
C 0.821 1.680 1.162
S 2.038 2.519 1.769
H -1.868 -2.439 -0.451
H -2.736 -1.202 -1.780
H -2.672 -0.829 0.089
H -0.877 0.331 0.874
H 2.071 -0.892 -0.948
H -0.264 1.812 1.476
*
```

***

Computed, not measured: a molecular structure, C35H49CeCl2N3OP4 in a non-equilibrium geometry, with wB97M-V/def2-TZVPD.

Summary:
relative energy (zero: lowest compared OMol25 entry of this formula, charge and spin): 23.9 kcal per mole
Kohn-Sham gap (alpha / beta): 3.76 / 3.73 eV

The geometry in ORCA input format:
```
! RIJCOSX wB97M-V def2-TZVPD def2/J DEFGRID3
* xyz 2 1
P 1.332 0.318 -3.852
C 0.300 0.441 -5.362
C 0.320 1.534 -6.246
H 0.911 2.422 -6.014
C -0.415 1.476 -7.435
H -0.368 2.313 -8.135
C -1.200 0.356 -7.728
H -1.758 0.308 -8.664
C -1.280 -0.701 -6.810
H -1.912 -1.564 -7.021
C -0.548 -0.655 -5.626
H -0.610 -1.470 -4.901
C 2.010 2.017 -3.697
C 1.192 2.967 -3.050
H 0.251 2.644 -2.599
C 1.571 4.308 -3.017
H 0.915 5.041 -2.545
C 2.780 4.712 -3.597
H 3.063 5.767 -3.588
C 3.624 3.763 -4.179
H 4.579 4.069 -4.612
C 3.252 2.415 -4.218
H 3.923 1.678 -4.662
C 2.777 -0.636 -4.455
C 3.046 -0.874 -5.814
H 2.330 -0.571 -6.580
C 4.242 -1.495 -6.188
H 4.454 -1.655 -7.246
C 5.160 -1.903 -5.214
H 6.107 -2.357 -5.511
C 4.855 -1.740 -3.857
H 5.556 -2.083 -3.093
C 3.659 -1.137 -3.472
H 3.394 -1.046 -2.415
Ce -0.930 -0.622 1.526
C 1.153 0.220 2.650
C 1.913 1.119 2.013
H 1.374 -0.162 3.667
C 1.758 1.293 0.503
O 3.001 0.802 -0.056
H 3.031 0.976 -1.016
C 0.614 0.513 -0.042
H 1.587 2.359 0.266
C -0.067 -0.263 -0.750
Cl -1.605 -0.329 4.082
Cl -2.959 -1.481 0.111
P -2.814 1.598 1.524
C -4.468 1.535 2.292
H -4.382 1.626 3.380
H -4.929 0.567 2.063
H -5.105 2.336 1.899
C -2.051 3.075 2.275
H -1.069 3.240 1.810
H -1.906 2.894 3.348
H -2.690 3.955 2.119
C -3.186 2.164 -0.173
H -3.684 1.360 -0.729
H -2.253 2.418 -0.692
H -3.838 3.045 -0.142
P 3.193 2.109 2.846
C 2.755 2.432 4.542
C 3.304 3.679 1.989
H 2.624 1.494 5.091
H 1.823 3.007 4.591
H 3.570 3.015 4.987
H 3.402 3.538 0.907
H 4.181 4.215 2.372
H 2.404 4.275 2.190
C 4.720 1.188 2.709
H 4.704 0.347 3.414
H 5.558 1.855 2.949
H 4.805 0.796 1.686
H -0.283 -0.718 -1.716
C -5.243 -4.728 4.983
N -4.344 -5.550 4.136
C -3.096 -5.848 4.873
N -2.411 -4.623 5.344
C -3.356 -3.867 6.195
N -4.596 -3.510 5.486
C -4.370 -2.538 4.417
P -3.226 -3.193 3.069
C -4.065 -4.864 2.868
C -1.891 -3.835 4.239
H -5.537 -5.321 5.861
H -6.108 -4.439 4.374
H -2.411 -6.386 4.207
H -3.347 -6.446 5.764
H -2.866 -2.952 6.547
H -3.649 -4.519 7.028
H -5.324 -2.287 3.934
H -3.938 -1.604 4.803
H -3.414 -5.497 2.253
H -5.010 -4.706 2.333
H -1.332 -2.957 4.591
H -1.238 -4.459 3.614
*
```

***

Computed, not measured: 2 unconnected molecules or ions with the total composition C2H6NO3 in a non-equilibrium geometry, with wB97M-V/def2-TZVPD.

Summary:
relative energy (zero: lowest compared OMol25 entry of this formula, charge and spin): 8.7 kcal per mole
Kohn-Sham gap: 8.58 eV

The geometry in ORCA input format:
```
! RIJCOSX wB97M-V def2-TZVPD def2/J DEFGRID3
* xyz -1 1
C 0.975 0.146 1.649
N 0.341 0.203 0.386
C 0.705 -0.644 -0.689
O -0.184 -0.751 -1.608
O 1.769 -1.315 -0.548
H 0.358 0.692 2.308
H 1.959 0.671 1.551
H 1.168 -0.864 1.990
H -0.501 0.779 0.206
H -1.526 -0.053 -1.593
H -2.492 0.948 -2.112
O -2.573 0.187 -1.539
*
```

***

Computed, not measured: a molecular structure, C40H36ClN3Si2Sr in a non-equilibrium geometry, with wB97M-V/def2-TZVPD.

Summary:
relative energy (zero: lowest compared OMol25 entry of this formula, charge and spin): 0.0 kcal per mole
Kohn-Sham gap: 5.70 eV

The geometry in ORCA input format:
```
! RIJCOSX wB97M-V def2-TZVPD def2/J DEFGRID3
* xyz 0 1
C 1.734 1.245 -0.030
C 0.664 1.565 -0.916
C -0.347 2.235 -0.162
H 0.639 1.382 -1.992
C 0.097 2.318 1.189
C 1.384 1.717 1.268
H 2.026 1.693 2.151
H 2.692 0.802 -0.311
H -1.269 2.664 -0.555
H -0.441 2.808 2.003
Sr -0.549 -0.491 0.728
Si -7.213 1.429 -0.738
C -8.303 0.437 -1.885
C -8.979 -0.691 -1.392
H -8.910 -0.949 -0.331
C -9.704 -1.497 -2.273
H -10.206 -2.385 -1.890
C -9.772 -1.179 -3.632
H -10.341 -1.811 -4.319
C -9.103 -0.046 -4.120
H -9.147 0.202 -5.183
C -8.368 0.765 -3.249
H -7.824 1.643 -3.617
C -8.160 1.815 0.837
C -9.425 2.424 0.716
H -9.789 2.719 -0.274
C -10.221 2.625 1.854
H -11.204 3.085 1.747
C -9.765 2.227 3.114
H -10.397 2.364 3.995
C -8.501 1.645 3.237
H -8.138 1.334 4.214
C -7.695 1.445 2.111
H -6.714 0.971 2.218
H -6.851 2.684 -1.435
Si -5.452 -0.128 -0.196
C -4.473 1.239 0.665
C -4.281 2.482 0.031
H -4.510 2.608 -1.032
C -3.834 3.583 0.767
H -3.791 4.568 0.298
C -3.430 3.407 2.091
H -3.027 4.256 2.651
C -3.514 2.147 2.697
H -3.175 2.007 3.728
C -4.024 1.058 1.982
H -4.038 0.053 2.415
C -4.641 -0.362 -1.870
C -3.475 0.350 -2.207
H -2.833 0.752 -1.418
C -3.167 0.595 -3.551
H -2.340 1.266 -3.801
C -3.924 -0.010 -4.557
H -3.712 0.210 -5.605
C -4.938 -0.911 -4.219
H -5.490 -1.435 -5.003
C -5.269 -1.124 -2.877
H -6.057 -1.827 -2.604
H -5.245 -1.377 0.542
Cl -2.560 -2.138 1.281
C 4.745 -1.187 3.229
C 4.993 -2.023 2.129
C 3.925 -2.506 1.372
C 2.617 -2.074 1.667
C 2.355 -1.324 2.843
C 3.427 -0.860 3.598
N 1.565 -2.279 0.770
N 1.858 -3.142 -0.170
C 0.916 -3.182 -1.181
C 1.065 -4.159 -2.199
C 0.133 -4.190 -3.224
C -0.925 -3.260 -3.210
C -1.005 -2.341 -2.165
N -0.093 -2.273 -1.173
H 5.580 -0.802 3.817
H 6.007 -2.310 1.853
H 4.054 -3.177 0.525
H 1.308 -1.146 3.117
H 3.241 -0.246 4.482
H 1.931 -4.813 -2.100
H 0.220 -4.920 -4.030
H -1.684 -3.233 -3.994
H -1.831 -1.625 -2.085
*
```

***

Computed, not measured: 2 unconnected molecules or ions with the total composition C3H8NO3 in a non-equilibrium geometry, with wB97M-V/def2-TZVPD.

Summary:
relative energy (zero: lowest compared OMol25 entry of this formula, charge and spin): 5.2 kcal per mole
Kohn-Sham gap: 12.51 eV

The geometry in ORCA input format:
```
! RIJCOSX wB97M-V def2-TZVPD def2/J DEFGRID3
* xyz 1 1
C 3.089 -0.664 0.005
C -2.697 -0.382 -0.397
C -1.305 0.029 -0.073
N -1.052 1.133 0.555
O 3.997 0.203 -0.289
O -0.383 -0.810 -0.399
O 2.009 -0.334 0.507
H 3.286 -1.806 -0.122
H -3.265 0.072 0.475
H -2.973 0.326 -1.158
H -2.746 -1.380 -0.669
H 3.601 0.985 -0.036
H -1.951 1.587 0.782
H -0.157 1.687 0.718
H 0.546 -0.646 0.102
*
```

***

Computed, not measured: C6H5NO4 in the gas phase in a non-equilibrium geometry, with wB97M-V/def2-TZVPD.

Summary:
SMILES string: O=C=C1C=CO[C@]12[C@H](O)N2O
relative energy (zero: lowest compared OMol25 entry of this formula, charge and spin): 109.1 kcal per mole
Kohn-Sham gap: 8.46 eV

The geometry in ORCA input format:
```
! RIJCOSX wB97M-V def2-TZVPD def2/J DEFGRID3
* xyz 0 1
O -1.238 -1.334 2.464
C -1.129 -1.096 1.337
C -0.951 -0.676 0.141
C -1.651 -0.998 -1.130
C -0.877 -0.633 -2.142
O 0.314 -0.086 -1.759
C 0.243 0.055 -0.358
C 1.561 0.327 0.217
O 1.955 -0.071 1.515
N 0.731 1.519 -0.025
O 0.319 2.077 1.184
H -2.670 -1.356 -1.373
H -1.228 -0.654 -3.120
H 2.293 0.349 -0.586
H 1.196 0.201 2.025
H 1.133 2.376 1.608
*
```

***

DFT total energy (computed, eV): -18923.657, -20104.970, -118720.473, -9805.824, -75649.188, -10866.676, -15977.512